[1]
69
Properties=species:S:1:pos:R:3:forces:R:3 method="wB97M-V/def2-TZVPD" charge=0 homo_lumo_gap_ev=7.10 lumo_energy_ev=-0.446
Zn -0.471 -1.662 -0.218 0.4658 -0.0479 -1.1106
S -0.871 -2.083 2.336 -0.3030 -0.2317 1.0981
S 1.572 -2.706 -0.951 -0.5198 0.5191 -0.0729
P -2.875 -1.947 -0.857 -0.3487 0.1412 -0.2677
P -2.642 1.460 -1.063 -0.1186 0.3225 -0.0173
F 0.287 -8.425 -0.268 0.0080 -0.0712 0.0111
F 3.200 -4.807 0.386 0.1231 -0.0573 0.0306
F -1.461 -6.774 -1.565 -0.0045 -0.0414 0.0026
F -0.853 -4.203 -1.948 -0.2280 0.0571 -0.0086
F 2.638 -7.416 0.657 0.0300 -0.0445 0.0580
O 0.315 -1.817 3.104 0.0549 -0.0348 0.0676
O -1.411 -0.889 1.646 -0.0234 0.1672 0.0723
O -0.725 -3.133 1.308 -0.1084 -0.2029 0.3124
N 3.516 4.375 -0.807 -0.2128 -0.2070 -0.2114
N 4.069 3.757 1.259 -0.0884 -0.1609 -0.0062
N 0.723 0.159 -0.256 -0.1045 0.0048 0.1868
C -0.304 -6.296 -1.088 -0.0467 -0.0106 -0.0420
C 5.742 7.238 -0.056 0.0076 0.0612 -0.1095
C 1.184 -4.390 -0.764 -0.0277 -0.4906 -0.0463
C -4.110 -0.780 -0.105 0.2520 0.2616 -0.0925
C 1.426 0.338 0.864 0.0162 0.1287 0.0511
C 1.762 2.099 -1.179 0.1562 0.1312 0.0949
C -2.503 2.353 0.541 0.0954 -0.1708 -0.2181
C 4.901 6.473 -0.837 -0.0293 -0.0545 0.0020
C 2.303 1.394 1.032 0.0347 0.0950 -0.1087
C -3.534 -3.545 -0.249 0.1562 0.1230 0.0555
C -3.268 2.864 -2.090 0.1157 -0.2615 0.0496
C -3.433 -1.967 -2.599 0.2324 -0.0237 0.1356
C -4.251 0.584 -0.811 0.3042 -0.3705 -0.0150
C 5.598 5.696 1.815 0.0137 -0.0606 0.0685
C 4.743 4.930 1.029 -0.0023 0.2333 -0.3248
C 1.771 -6.612 0.037 0.0042 -0.0396 0.0241
C 3.349 3.474 0.123 0.2632 0.3859 0.0456
C -2.121 -2.623 3.493 0.3063 0.2052 -0.4125
C 6.083 6.858 1.251 0.0162 -0.0409 0.0502
C 0.017 -4.966 -1.261 0.3015 0.1491 0.0984
C 2.473 2.314 0.001 -0.2497 -0.3540 0.0147
C 0.916 1.015 -1.263 -0.1207 -0.1050 -0.1323
C 4.384 5.303 -0.281 0.1663 -0.0087 0.4237
C 0.579 -7.134 -0.434 0.0246 0.1090 -0.0167
C 2.058 -5.269 -0.120 -0.2873 0.1635 -0.0657
H 2.836 1.480 1.968 -0.0247 -0.0391 0.0295
H -4.945 1.228 -0.266 -0.0413 -0.0328 0.0099
H 1.881 2.787 -2.004 -0.0121 -0.0417 -0.0308
H 6.743 7.493 1.827 0.0153 -0.0177 0.0009
H 1.276 -0.378 1.660 0.0010 -0.0240 0.0331
H -2.307 -1.781 4.154 -0.0243 -0.0494 0.0687
H -5.077 -1.288 -0.120 0.0397 -0.0557 0.0502
H 4.115 3.205 2.095 -0.0233 -0.0286 0.0191
H -1.652 3.036 0.498 -0.0271 -0.0141 0.0306
H -3.414 2.920 0.743 0.0081 0.0164 0.0731
H -2.320 1.631 1.333 0.0231 -0.0390 0.1440
H -3.277 -4.336 -0.952 0.0817 -0.0279 -0.0041
H -3.476 2.514 -3.101 -0.0133 0.0584 -0.0106
H -3.136 -1.042 -3.091 -0.0361 0.0037 -0.0346
H 4.644 6.756 -1.849 -0.0099 0.0292 0.0075
H 0.365 0.813 -2.172 -0.0568 0.0401 0.0156
H 6.158 8.152 -0.459 -0.0087 0.0014 0.0039
H -3.086 -3.787 0.713 -0.0128 -0.0263 -0.0172
H -2.951 -2.799 -3.112 -0.0034 -0.0078 -0.0287
H -4.664 0.425 -1.810 -0.0729 0.0374 -0.0047
H -1.715 -3.469 4.041 -0.0240 -0.0173 0.0134
H -2.501 3.638 -2.144 -0.0312 -0.0028 -0.0239
H -3.806 -0.645 0.934 -0.0455 0.0031 0.0449
H -4.177 3.288 -1.661 -0.0152 0.0543 -0.0073
H -3.022 -2.898 2.950 -0.0116 -0.0083 0.0064
H -4.517 -2.086 -2.647 -0.0046 0.0001 -0.0418
H 5.870 5.390 2.817 0.0041 0.0570 0.0085
H -4.619 -3.487 -0.153 0.0009 -0.0367 -0.0303

---

[2]
12
Properties=species:S:1:pos:R:3:forces:R:3 method="wB97M-V/def2-TZVPD" charge=0 homo_lumo_gap_ev=9.19 lumo_energy_ev=1.092 smiles=Nc1ccc[nH]1
N -0.832 1.748 -0.846 0.9241 0.2664 0.0528
N 1.226 0.290 -0.054 -0.9531 0.1100 -0.2184
C 1.246 -0.879 0.659 -0.2972 -0.1462 0.0005
C -0.861 -0.567 -0.011 -0.0356 0.0233 -0.1547
C -0.183 0.519 -0.505 0.8711 -0.3204 0.9308
C -0.010 -1.405 0.741 0.0225 -0.2707 -0.1004
H -0.288 -2.276 1.310 0.0112 -0.1162 -0.1773
H 2.168 0.631 -0.279 -1.3447 0.6769 -0.3776
H 2.156 -1.334 1.047 -0.1192 0.4684 -0.2196
H -1.907 -0.738 -0.230 0.0162 0.1939 0.3446
H -1.413 2.118 -0.098 0.3317 -0.3269 -0.2313
H -1.301 1.893 -1.735 0.5729 -0.5584 0.1506

---

[3]
16
Properties=species:S:1:pos:R:3:forces:R:3 method="wB97M-V/def2-TZVPD" charge=0 homo_lumo_gap_ev=9.16 lumo_energy_ev=0.347 smiles="O=CC1=CCCC=C1"
O 3.286 0.489 0.087 1.4301 1.1754 0.0414
C -1.299 -0.995 -0.140 -0.4469 0.6642 -1.2881
C 0.175 -1.208 -0.006 0.8455 -0.5596 0.2663
C -0.666 1.532 -0.066 0.7934 0.5738 -0.2376
C 0.638 1.257 -0.171 0.5890 -1.6805 -0.3131
C 2.522 -0.415 0.029 -0.4329 -2.7942 0.1207
C -1.672 0.466 0.229 0.6661 -0.6910 -0.5753
C 1.080 -0.219 -0.095 -1.7497 1.7356 0.3106
H 2.885 -1.520 0.089 -0.4665 1.2531 -0.0846
H -1.940 -1.650 0.471 0.5861 -0.0603 -0.2403
H 0.555 -2.222 0.166 -0.1626 0.1932 -0.2416
H 1.516 1.914 -0.297 -1.0686 0.0676 0.0430
H -2.597 0.701 -0.225 -1.0898 0.3250 -0.5979
H -1.570 -1.223 -1.245 0.3423 0.3867 1.5886
H -1.053 2.563 -0.099 0.3515 -0.4852 0.0271
H -1.859 0.530 1.274 -0.1871 -0.1037 1.1806

---

[4]
51
Properties=species:S:1:pos:R:3:forces:R:3 method="wB97M-V/def2-TZVPD" charge=0 homo_lumo_gap_ev=4.49 lumo_energy_ev=-1.745
S 0.887 2.900 -2.479 0.8666 1.4277 0.3984
O 4.353 -0.532 2.770 -0.9302 -0.4829 -0.6567
O 3.881 -3.065 1.042 -0.7907 0.2141 0.0657
O 0.066 4.058 -2.626 -0.6716 -0.3248 -0.0470
O 2.291 3.086 -2.276 0.1854 -0.5381 -0.1213
O -6.040 0.337 0.774 0.0259 -0.0338 -0.1783
O 4.411 -2.888 -1.078 0.1600 -0.2134 -0.7853
N 1.141 0.788 -0.817 0.2481 -0.2971 0.4948
C 6.030 0.427 4.183 0.0996 -0.0789 0.4064
C 1.797 -1.434 -1.317 0.1611 0.1471 0.1984
C 3.757 -2.516 -0.150 0.4890 -0.2728 -0.1030
C 2.129 0.849 0.113 0.2310 -0.1630 0.0340
C 0.959 -0.355 -1.532 -0.1248 -0.0708 -0.6430
C -0.120 -0.486 -2.578 -0.3379 -0.7271 0.0233
C -4.808 -0.823 -0.943 0.1932 0.2550 -0.6172
C -2.481 0.067 -1.693 0.2530 -0.3627 -0.5865
C -1.462 -1.055 -2.021 0.4183 1.0929 0.7115
C 4.866 -0.570 4.026 0.6915 0.4891 0.3960
C 2.968 -0.207 0.361 -0.2723 0.4458 -0.2670
C 0.338 1.993 -1.006 -0.1323 -0.3966 -0.3948
C -3.935 -0.256 -2.078 -0.0442 0.4022 0.7710
C 2.811 -1.371 -0.371 -0.4012 0.0461 0.4785
C -4.736 -0.051 0.368 -0.3785 -0.4500 0.4881
C -6.037 0.727 2.125 -0.1724 0.1624 0.2413
H -5.898 -0.128 2.795 0.1658 -0.0507 -0.0524
H -0.730 1.809 -0.973 -0.0149 -0.1636 -0.3009
H 0.248 -1.227 -3.285 0.2069 0.1086 -0.0881
H 1.674 -2.334 -1.901 -0.1040 0.0091 -0.1126
H -1.194 -1.530 -1.077 -0.2117 -0.5225 -0.1438
H -4.108 0.846 0.328 0.0753 -0.0181 -0.1166
H 5.697 1.451 3.998 -0.0543 -0.0339 -0.0978
H -1.869 -1.792 -2.704 -0.0399 -0.0095 -0.0787
H 3.328 -2.597 1.693 0.5790 0.3425 0.4587
H -6.997 1.174 2.372 -0.0892 0.0183 -0.1829
H 2.239 1.760 0.680 -0.1158 0.1283 -0.1134
H -2.200 0.965 -2.248 0.0107 -0.0089 -0.1145
H 3.721 -0.109 1.125 0.5943 -0.0305 0.9740
H -4.348 -0.715 1.151 0.3041 0.1308 0.0059
H 5.277 -1.553 4.354 -0.0875 -0.1268 -0.3250
H -4.396 0.677 -2.402 -0.0648 -0.0217 -0.1373
H 0.570 2.682 -0.198 0.0974 0.1931 -0.0948
H -5.259 1.472 2.325 0.0553 -0.0087 0.0270
H 6.441 0.390 5.202 -0.0090 0.0153 -0.0497
H -0.292 0.417 -3.157 -0.0619 0.1145 0.0848
H 0.734 2.107 -3.572 -0.1884 -0.2014 0.2847
H 6.842 0.193 3.491 -0.0793 -0.0088 -0.0932
H -2.364 0.328 -0.641 -0.2613 0.0228 0.0626
H -3.936 -0.948 -2.920 -0.0681 0.0630 -0.1068
H 4.157 -0.323 4.851 -0.2429 0.0422 -0.2518
H -5.844 -0.763 -1.276 -0.0591 -0.2086 0.0271
H -4.557 -1.874 -0.808 -0.1032 -0.0450 0.2282

---

[5]
11
Properties=species:S:1:pos:R:3:forces:R:3 method="wB97M-V/def2-TZVPD" charge=0 homo_lumo_gap_ev="9.28 / 8.13" lumo_energy_ev="0.560 / 0.255"
Cl 3.524 -0.446 0.154 2.1008 -1.7576 -1.2268
O -0.904 -0.740 -0.401 -1.6362 2.4388 -0.3421
N -0.372 0.278 0.298 1.2553 -1.3867 1.3519
C -0.308 -1.866 -0.349 1.3417 -0.0287 0.7071
C -1.098 1.508 0.192 -0.0150 -0.9697 -0.9462
H -2.037 1.565 0.809 0.8956 0.1962 -0.6011
H 2.684 0.261 0.650 -2.2026 1.7375 1.2116
H 0.603 -1.783 0.230 0.1726 -0.8133 -0.0322
H -0.295 2.214 0.432 -0.7542 0.3343 0.3226
H -1.239 1.545 -0.889 -0.9293 0.9359 -0.0879
H -0.557 -2.537 -1.127 -0.2287 -0.6867 -0.3569

---

[6]
16
Properties=species:S:1:pos:R:3:forces:R:3 method="wB97M-V/def2-TZVPD" charge=0 homo_lumo_gap_ev="8.33 / 8.20" lumo_energy_ev="0.957 / 0.895"
O -1.113 -0.103 0.432 0.0295 -0.0331 0.0205
O 2.417 -0.590 -0.624 0.7230 0.3021 -0.4292
C 2.574 -0.127 0.583 0.0213 0.0892 0.6761
C -0.537 1.073 -0.083 0.1754 0.2697 -0.0602
C 1.447 -1.297 -1.104 -0.7045 -0.4854 -0.2055
C -2.513 -0.012 0.476 -0.3124 -0.0257 0.0448
H -2.934 0.218 -0.516 0.0736 -0.0544 0.1411
H -2.899 -0.978 0.812 0.0408 0.1384 -0.0413
H 0.551 0.978 -0.002 -0.2446 0.0770 -0.0605
H 1.528 -1.524 -2.156 -0.0059 0.0060 0.1268
H 1.883 -0.436 1.359 0.0840 0.0496 -0.0680
H 3.494 0.410 0.748 -0.1083 -0.0763 -0.0049
H -0.853 1.954 0.498 0.0393 -0.1242 -0.0749
H -2.840 0.770 1.180 0.0487 -0.1120 -0.1136
H -0.819 1.232 -1.136 0.0314 -0.0409 0.1530
H 0.614 -1.568 -0.466 0.1089 0.0199 -0.1042

---

Record-wise energy above the lowest of the compared OMol25 structures with the same formula, charge and spin values, in eV: 0.2411, 1.1899, 1.5178, 3.4137, 5.0383, 4.9641